## i
A structure of composition C20H23N5O6S2ScSi. Source: the Open Molecules 2025 dataset; level of theory: the ωB97M-V functional and the def2-TZVPD basis.

Cartesian coordinates (Å):
Sc: 0.309 0.504 1.515
S: 2.212 0.569 3.490
S: -2.311 1.760 2.509
Si: 2.331 0.573 -1.235
O: 2.155 -0.123 2.031
O: 1.461 3.941 1.851
O: 0.704 1.010 3.457
O: 2.371 -0.498 4.479
O: -1.520 2.927 2.079
O: 3.855 1.876 0.805
N: -0.344 -2.070 2.024
N: -0.935 -1.975 -0.834
N: -1.817 0.413 2.166
N: 0.753 0.890 -0.629
N: -2.437 -2.264 0.934
C: -1.586 -2.547 1.994
C: -2.118 -3.322 3.031
C: -0.011 -3.182 4.129
C: -0.747 3.584 -2.721
C: -2.105 3.369 -2.520
C: -3.274 -1.596 -1.197
C: 0.201 2.784 -2.106
C: 0.427 -2.421 3.064
C: -0.734 -1.673 -2.118
C: -2.177 -1.930 -0.383
C: 3.688 1.742 -0.605
C: -0.162 1.707 -1.271
C: 1.143 2.905 1.555
C: -1.736 -1.335 -3.003
C: -1.543 1.520 -1.078
C: -1.326 -3.623 4.116
C: 2.542 0.703 -3.111
C: 2.845 -1.189 -0.807
C: -3.041 -1.298 -2.518
C: -2.487 2.332 -1.680
H: 2.347 -1.571 0.083
H: -3.538 2.143 -1.492
H: -1.727 -4.207 4.935
H: 1.251 3.010 -2.247
H: -4.273 -1.559 -0.779
H: 2.649 1.724 -3.479
H: -1.880 0.703 -0.450
H: 1.436 -2.042 3.052
H: 4.629 1.398 -1.068
H: 3.514 2.749 -1.005
H: -1.503 -1.083 -4.028
H: -2.843 4.003 -2.994
H: 3.454 0.157 -3.372
H: 3.923 -1.237 -0.631
H: 0.299 -1.701 -2.444
H: 1.711 0.242 -3.650
H: 2.622 -1.864 -1.638
H: 3.511 1.077 1.232
H: -3.138 -3.678 2.965
H: -0.415 4.400 -3.353
H: 0.660 -3.384 4.951
H: -3.412 -2.322 1.167
H: -3.863 -1.020 -3.165

charge: -1
HOMO-LUMO gap: 7.266 eV
molar mass: 566.609 g/mol

***

## ii
A structure of composition C20H23N5O6S2ScSi. Source: the Open Molecules 2025 dataset; level of theory: the ωB97M-V functional and the def2-TZVPD basis.

Cartesian coordinates (Å):
Sc: -0.688 0.191 -0.389
S: -0.107 -0.043 -3.537
S: -2.698 1.652 0.422
Si: 1.266 2.267 1.428
O: 0.405 3.766 -4.295
O: -2.654 2.790 1.296
O: -1.695 1.831 -0.748
O: -0.010 -0.591 -2.053
O: -3.998 1.324 -0.109
O: -2.059 0.426 1.074
N: -2.567 -1.208 -1.243
N: 1.275 0.907 0.336
N: 0.199 1.612 -3.325
N: -2.401 -3.168 0.074
N: -0.511 -1.936 0.819
C: 0.285 1.814 2.948
C: 0.511 -1.849 1.703
C: -0.043 -3.905 2.727
C: -1.312 -2.988 0.913
C: 2.669 -0.817 -0.709
C: -3.295 -0.491 -2.115
C: 0.285 2.684 -3.835
C: -4.508 -0.887 -2.627
C: 3.458 1.433 -0.676
C: 0.787 -2.793 2.661
C: 3.842 -1.216 -1.333
C: 0.629 3.838 0.675
C: 2.955 2.686 2.146
C: 4.850 -0.302 -1.622
C: -3.084 -2.351 -0.832
C: -5.027 -2.092 -2.192
C: -1.097 -4.004 1.855
C: -4.313 -2.836 -1.279
C: 4.634 1.030 -1.295
C: 2.442 0.521 -0.328
H: 0.163 2.704 3.580
H: 2.797 3.098 3.151
H: -4.693 -3.778 -0.903
H: 3.596 1.799 2.236
H: 1.118 -0.957 1.609
H: -2.910 -4.005 0.284
H: 1.624 -2.656 3.330
H: 0.827 1.055 3.524
H: 1.896 -1.552 -0.531
H: 3.964 -2.257 -1.606
H: -2.878 0.458 -2.408
H: -5.988 -2.446 -2.546
H: 1.202 4.080 -0.229
H: 0.129 -4.686 3.459
H: -0.424 3.758 0.401
H: -1.773 -4.850 1.890
H: 3.300 2.489 -0.482
H: 0.729 4.668 1.385
H: 5.384 1.774 -1.537
H: -0.715 1.440 2.726
H: 5.766 -0.617 -2.106
H: -5.039 -0.246 -3.317
H: 3.501 3.431 1.557

charge: -1
HOMO-LUMO gap: 6.731 eV
molar mass: 566.609 g/mol

***

Result of the stability comparison: i is the least stable of them.

***

## i
An isolated molecule of C4H7IN2. Source: the Open Molecules 2025 dataset; level of theory: the ωB97M-V functional and the def2-TZVPD basis.

Cartesian coordinates (Å):
I: 1.260 0.271 2.486
N: 0.038 -1.917 -0.109
N: 0.989 -1.116 -0.055
C: 0.583 0.178 0.317
C: -1.215 -1.281 0.122
C: -0.902 0.198 0.098
C: 1.327 1.181 -0.624
H: 2.377 1.104 -0.413
H: -1.072 0.543 -1.014
H: 0.977 0.989 -1.572
H: -2.020 -1.642 -0.596
H: -1.773 -1.595 1.023
H: -1.465 0.903 0.705
H: 0.895 2.184 -0.368

charge: 0
HOMO-LUMO gap: 9.301 eV
molar mass: 210.018 g/mol

***

## ii
A cluster of 2 separate species, C4H7IN2 in total. Source: the Open Molecules 2025 dataset; level of theory: the ωB97M-V functional and the def2-TZVPD basis.

Cartesian coordinates (Å):
I: 2.621 -0.168 0.826
N: -1.974 -2.210 0.395
N: -0.324 0.826 1.067
C: 1.324 -1.232 -0.451
C: -0.617 -0.031 0.007
C: -0.707 0.770 -1.213
C: -1.376 -1.233 0.181
H: -1.738 1.087 -1.453
H: 1.435 -0.967 -1.499
H: 0.601 1.142 0.879
H: 1.277 -2.201 -0.039
H: -0.263 0.286 1.945
H: 0.100 1.540 -1.459
H: -0.533 0.080 -2.023

charge: 0
HOMO-LUMO gap (alpha / beta): 8.553 / 8.554 eV
molar mass: 210.018 g/mol

***

Result of the stability comparison: ii is the least stable of them.

***

## i
An isolated molecule of C18H18FN3O3. Source: the Open Molecules 2025 dataset; level of theory: the ωB97M-V functional and the def2-TZVPD basis.

Cartesian coordinates (Å):
F: -3.184 3.161 5.256
O: 0.046 -0.497 1.180
O: 1.123 -1.197 -4.549
O: 0.112 -0.461 -2.682
N: 1.167 -1.968 -0.219
N: 0.883 1.484 0.618
N: 3.196 1.106 -1.947
C: -2.396 2.599 4.317
C: 1.083 -2.610 -2.599
C: -1.571 3.411 3.556
C: 0.932 -0.710 0.189
C: 1.967 -2.266 -1.378
C: 0.028 -4.051 -0.834
C: -0.767 2.832 2.597
C: 0.356 -3.062 0.287
C: -1.630 0.652 3.183
C: 0.059 0.864 1.396
C: 2.419 0.842 -1.142
C: -2.437 1.226 4.145
C: -0.180 0.796 -3.302
C: -0.220 -3.278 -2.126
C: -0.790 1.449 2.403
C: 1.471 0.528 -0.167
C: 0.784 -1.356 -3.408
C: -1.424 0.711 -4.173
H: 0.846 -4.757 -0.980
H: -3.092 0.628 4.758
H: 2.598 -3.127 -1.135
H: 1.642 -3.282 -3.255
H: 0.892 -3.566 1.102
H: 2.619 -1.422 -1.603
H: -1.255 0.019 -4.995
H: -0.321 1.493 -2.473
H: -1.643 -0.417 3.032
H: -0.858 -4.622 -0.557
H: -0.567 -2.644 0.695
H: -1.569 4.477 3.724
H: -0.599 -3.940 -2.904
H: -0.974 -2.511 -1.938
H: -0.111 3.429 1.986
H: -2.275 0.368 -3.589
H: -1.647 1.693 -4.580
H: 0.686 1.100 -3.897

charge: 0
HOMO-LUMO gap: 8.120 eV
molar mass: 343.358 g/mol

***

## ii
An isolated molecule of C18H18FN3O3. Source: the Open Molecules 2025 dataset; level of theory: the ωB97M-V functional and the def2-TZVPD basis.

Cartesian coordinates (Å):
F: -0.169 -8.211 0.715
O: 1.825 5.969 2.179
O: 1.952 7.190 0.226
O: -0.439 1.608 -2.214
N: -0.745 -2.809 -0.211
N: -0.877 0.019 -0.674
N: -0.002 2.052 -0.010
C: -0.780 -0.529 0.663
C: 0.279 -4.926 -0.736
C: -1.210 -6.158 1.250
C: -1.403 -1.926 0.718
C: -1.154 -0.945 -1.719
C: 1.035 5.406 -1.243
C: -0.354 -2.220 -1.476
C: -0.428 1.261 -1.050
C: -0.317 -6.883 0.486
C: -0.618 -4.157 0.020
C: 0.889 3.924 1.160
C: 0.427 -6.279 -0.510
C: 0.475 3.365 -0.060
C: 1.364 5.209 1.136
C: 1.439 5.944 -0.047
C: 2.197 7.210 1.614
C: -1.363 -4.807 1.013
C: 0.550 4.101 -1.236
H: 0.881 -4.461 -1.499
H: -0.008 1.657 0.916
H: -1.268 -2.310 1.732
H: 3.268 7.390 1.798
H: -0.553 -2.927 -2.287
H: 1.609 8.016 2.082
H: 0.272 -0.604 0.980
H: 0.838 3.370 2.084
H: -2.483 -1.850 0.520
H: -2.225 -1.172 -1.752
H: 1.092 5.972 -2.156
H: -1.321 0.107 1.375
H: 1.120 -6.864 -1.093
H: -2.086 -4.263 1.598
H: 0.719 -1.977 -1.482
H: 0.226 3.647 -2.156
H: -1.787 -6.653 2.015
H: -0.869 -0.486 -2.668

charge: 0
HOMO-LUMO gap: 8.131 eV
molar mass: 343.358 g/mol

***

Result of the stability comparison: ii is the least stable of them.

***

## i
An isolated molecule of C15H23NO3. Source: the Open Molecules 2025 dataset; level of theory: the ωB97M-V functional and the def2-TZVPD basis.

Cartesian coordinates (Å):
O: 2.777 0.943 -4.435
O: 3.559 2.812 -0.036
O: 0.066 -0.541 1.887
N: 3.466 -1.449 -3.260
C: -0.837 -0.040 -1.163
C: 0.245 0.825 -0.286
C: 0.495 2.065 2.222
C: 1.423 1.953 -2.489
C: -3.124 -1.082 1.959
C: -2.671 -1.399 0.388
C: 2.499 -0.596 -2.412
C: 2.262 2.578 0.215
C: 1.836 0.600 -3.317
C: -2.368 -0.044 -0.491
C: -1.754 -1.699 4.281
C: 1.282 1.761 -0.867
C: -2.647 -2.244 3.014
C: 1.501 3.030 1.633
C: 0.239 0.682 1.380
H: -0.416 -1.155 -1.219
H: -2.005 -3.028 2.404
H: -0.854 0.348 -2.289
H: 3.643 1.129 -3.945
H: -3.582 -2.838 3.454
H: -2.234 -1.894 5.338
H: 3.127 -0.237 -1.492
H: -0.084 2.303 3.211
H: 4.404 -1.394 -2.760
H: -2.751 0.004 2.289
H: -2.467 0.937 0.159
H: 2.195 2.804 -2.713
H: -1.554 -0.539 4.085
H: -3.515 -2.007 -0.195
H: 1.689 4.047 2.183
H: 1.627 -1.353 -2.111
H: -3.178 0.016 -1.365
H: 3.179 -2.463 -3.107
H: -0.686 -2.225 4.199
H: 0.849 0.172 -3.830
H: -4.315 -1.054 1.956
H: -1.682 -2.037 0.423
H: 0.361 2.310 -2.894

charge: 0
HOMO-LUMO gap: 7.767 eV
molar mass: 265.353 g/mol

***

## ii
An isolated molecule of C15H23NO3. Source: the Open Molecules 2025 dataset; level of theory: the ωB97M-V functional and the def2-TZVPD basis.

Cartesian coordinates (Å):
O: 1.262 0.578 -1.252
O: -1.627 -0.954 1.950
O: -3.155 -0.507 -2.206
N: -0.050 -0.119 0.469
C: 2.147 -0.021 3.455
C: -0.721 1.901 -3.234
C: 0.220 0.057 -0.850
C: -0.118 -1.886 -2.320
C: -2.165 -0.586 -1.553
C: 0.735 0.566 1.458
C: -2.249 -1.208 -0.242
C: -1.030 -2.751 -3.292
C: -0.517 0.445 -3.278
C: -1.253 -0.775 0.813
C: 1.568 -0.533 2.123
C: 2.311 1.490 3.648
C: -0.012 1.599 2.435
C: 0.933 2.165 3.461
C: -0.694 -0.462 -1.944
H: -1.745 2.171 -2.931
H: 1.475 1.194 1.006
H: -0.457 2.273 -4.221
H: -0.021 -2.494 -1.379
H: -1.834 -3.231 -2.778
H: 1.541 -0.303 4.355
H: 0.951 -1.447 2.431
H: 0.491 0.283 -3.450
H: 2.352 -0.891 1.438
H: -0.958 1.213 2.876
H: 3.097 -0.523 3.605
H: -0.012 2.345 -2.575
H: -1.585 -2.145 -4.002
H: -0.337 2.355 1.775
H: 1.084 3.245 3.319
H: 0.481 2.079 4.377
H: -1.227 0.153 -4.086
H: 2.816 1.588 4.589
H: 0.894 -1.835 -2.780
H: -3.270 -1.336 0.241
H: -1.933 -2.187 -0.446
H: -0.366 -3.447 -3.847
H: 2.979 1.942 2.841

charge: 0
HOMO-LUMO gap: 10.320 eV
molar mass: 265.353 g/mol

***

Result of the stability comparison: i is the least stable of them.

***

## i
A cluster of 2 separate species, C11H14N2O in total. Source: the Open Molecules 2025 dataset; level of theory: the ωB97M-V functional and the def2-TZVPD basis.

Cartesian coordinates (Å):
O: 0.354 2.665 -2.897
N: -3.872 0.547 3.214
N: 0.274 -1.635 1.867
C: 0.147 0.378 -2.041
C: -2.848 0.182 2.782
C: 1.524 -1.897 1.146
C: -0.091 -0.432 -0.948
C: 0.076 1.787 -1.898
C: -0.291 2.349 -0.648
C: 0.726 2.131 -4.184
C: -0.559 -0.691 1.505
C: -0.548 1.529 0.425
C: -0.017 -2.479 3.035
C: -0.396 0.120 0.325
H: -0.979 -2.994 2.913
H: -0.344 3.433 -0.587
H: -0.079 1.514 -4.603
H: 1.652 1.544 -4.119
H: 0.787 -3.210 3.121
H: 2.110 -2.562 1.781
H: -1.398 -0.440 2.212
H: 1.351 -2.397 0.185
H: -0.064 -1.869 3.945
H: -0.841 1.959 1.383
H: 0.407 -0.065 -3.005
H: 0.883 3.016 -4.799
H: 2.084 -0.973 0.968
H: -0.051 -1.510 -1.077

charge: 0
HOMO-LUMO gap: 7.420 eV
molar mass: 190.246 g/mol

***

## ii
An isolated molecule of C11H14N2O. Source: the Open Molecules 2025 dataset; level of theory: the ωB97M-V functional and the def2-TZVPD basis.

Cartesian coordinates (Å):
O: 0.683 -1.020 -1.477
N: -2.197 -0.302 -0.584
N: -0.196 1.709 -2.666
C: -2.124 -1.520 -1.360
C: 3.298 2.075 0.123
C: -0.961 0.474 -0.530
C: -0.602 1.077 -1.821
C: 1.969 0.208 1.722
C: 0.436 -0.444 -0.248
C: -3.129 -0.211 0.400
C: 3.009 0.977 2.236
C: 2.252 1.371 -0.427
C: 1.593 0.313 0.357
C: 3.621 1.957 1.466
H: -1.070 1.101 0.321
H: 4.296 2.689 1.873
H: 0.175 -1.279 0.361
H: -1.155 -1.392 -1.910
H: -2.895 -0.815 1.249
H: 3.241 1.043 3.333
H: -3.079 -1.762 -1.897
H: 3.908 2.773 -0.452
H: 2.103 1.288 -1.492
H: -3.445 0.836 0.685
H: 1.591 -0.561 2.362
H: -4.194 -0.564 0.051
H: 1.523 -0.659 -1.633
H: -2.098 -2.412 -0.636

charge: 0
HOMO-LUMO gap: 8.958 eV
molar mass: 190.246 g/mol

***

Result of the stability comparison: i is the least stable of them.

***

## i
A structure of composition C2H6N6. Source: the Open Molecules 2025 dataset; level of theory: the ωB97M-V functional and the def2-TZVPD basis.

Cartesian coordinates (Å):
N: 1.484 1.894 0.044
N: 0.912 -0.513 -0.583
N: 1.755 -1.346 0.216
N: -0.694 1.251 -0.128
N: -0.513 -0.934 -0.219
N: -2.698 0.003 -0.033
C: 0.613 0.963 -0.208
C: -1.307 0.136 -0.255
H: -3.178 -0.623 0.460
H: 2.482 1.603 -0.547
H: -2.834 0.972 0.887
H: -0.748 -1.551 -0.875
H: 1.875 -1.125 1.330
H: 2.852 -0.729 -0.088

charge: 0
HOMO-LUMO gap: 8.959 eV
molar mass: 114.112 g/mol

***

## ii
An isolated molecule of C2H6N6. Source: the Open Molecules 2025 dataset; level of theory: the ωB97M-V functional and the def2-TZVPD basis.

Cartesian coordinates (Å):
N: -0.830 -1.543 -0.043
N: 0.796 1.275 0.883
N: -0.110 0.770 0.033
N: 1.728 0.443 1.204
N: 0.202 -0.606 -0.135
N: 1.522 -1.976 1.272
C: 1.258 -0.800 0.791
C: -0.568 1.704 -0.954
H: 1.022 -2.654 0.799
H: -1.277 -1.486 -0.964
H: 0.242 2.342 -1.658
H: -1.575 -1.263 0.537
H: -1.395 1.164 -1.470
H: -1.014 2.630 -0.295

charge: 0
HOMO-LUMO gap: 8.809 eV
molar mass: 114.112 g/mol

***

Result of the stability comparison: i is the least stable of them.

***

## i
A cluster of 2 separate species, C2H9N2S in total. Source: the Open Molecules 2025 dataset; level of theory: the ωB97M-V functional and the def2-TZVPD basis.

Cartesian coordinates (Å):
S: -0.193 1.624 -1.311
N: -1.819 -1.401 0.452
N: 0.408 -0.516 1.010
C: -0.982 -0.730 1.409
C: 1.659 1.548 -1.572
H: 0.430 0.327 0.428
H: -1.407 0.249 1.616
H: -2.090 -0.870 -0.361
H: 2.047 1.550 -0.554
H: 1.920 0.671 -2.147
H: -1.005 -1.253 2.371
H: 1.981 2.476 -2.026
H: -1.608 -2.365 0.250
H: 0.659 -1.308 0.435

charge: -1
HOMO-LUMO gap: 6.731 eV
molar mass: 93.175 g/mol

***

## ii
A cluster of 2 separate species, C2H9N2S in total. Source: the Open Molecules 2025 dataset; level of theory: the ωB97M-V functional and the def2-TZVPD basis.

Cartesian coordinates (Å):
S: 1.367 1.367 -0.043
N: -1.651 0.026 -0.638
N: -1.307 -0.213 1.773
C: -1.589 -0.923 0.486
C: 2.705 0.682 -1.171
H: -2.642 -1.314 0.752
H: -2.399 0.675 -0.271
H: -1.132 -1.855 0.087
H: 3.447 1.426 -1.282
H: 2.320 0.185 -2.063
H: -0.984 -0.978 2.429
H: 3.161 -0.096 -0.744
H: -0.485 0.420 1.472
H: -0.812 0.599 -0.787

charge: -1
HOMO-LUMO gap: 6.940 eV
molar mass: 93.175 g/mol

***

Result of the stability comparison: ii is the least stable of them.

***

## i
A cluster of 2 separate species, C10H15NO in total. Source: the Open Molecules 2025 dataset; level of theory: the ωB97M-V functional and the def2-TZVPD basis.

Cartesian coordinates (Å):
O: 0.750 2.213 1.363
N: -0.669 3.943 1.361
C: 1.848 -3.034 -0.697
C: 0.007 2.958 -0.768
C: -0.128 -3.522 0.711
C: 1.213 -3.730 0.318
C: -2.298 -2.310 0.567
C: -0.847 -2.491 0.171
C: 1.048 -2.067 -1.330
C: 0.135 3.029 0.704
C: -0.104 4.272 -1.520
C: -0.262 -1.814 -0.896
H: -0.719 -0.938 -1.349
H: 1.904 -4.143 1.047
H: 0.297 5.060 -0.877
H: 1.381 -1.376 -2.094
H: -0.606 4.060 2.356
H: -0.508 -4.168 1.489
H: -2.792 -3.278 0.679
H: -1.233 4.635 0.904
H: 2.905 -3.037 -0.942
H: -0.758 2.191 -1.131
H: -2.466 -1.779 1.541
H: -1.154 4.522 -1.647
H: 0.380 4.284 -2.500
H: -2.904 -1.719 -0.111
H: 0.942 2.472 -1.097

charge: 0
HOMO-LUMO gap: 9.674 eV
molar mass: 165.236 g/mol

***

## ii
A cluster of 2 separate species, C10H15NO in total. Source: the Open Molecules 2025 dataset; level of theory: the ωB97M-V functional and the def2-TZVPD basis.

Cartesian coordinates (Å):
O: 1.543 -0.152 -2.355
N: 1.532 -2.044 -1.101
C: -2.319 -1.040 1.735
C: -2.066 1.038 0.537
C: -2.572 0.311 1.681
C: 3.091 1.014 -0.128
C: -1.694 -1.819 0.824
C: -1.395 -1.150 -0.381
C: 2.064 -0.775 -1.435
C: -1.482 0.266 -0.465
C: -2.282 2.474 0.431
C: 3.336 -0.348 -0.694
H: 2.259 0.674 0.612
H: -1.703 -2.784 0.840
H: -1.178 0.689 -1.428
H: -2.606 -1.673 2.615
H: 0.623 -2.312 -1.599
H: -3.301 2.924 -0.016
H: -1.029 -1.715 -1.309
H: 2.775 1.961 -0.676
H: 4.007 1.404 0.392
H: -2.286 2.977 1.369
H: 1.690 -2.262 -0.216
H: -3.220 0.809 2.414
H: -1.621 2.901 -0.366
H: 3.681 -0.882 0.225
H: 4.151 -0.487 -1.506

charge: 0
HOMO-LUMO gap: 9.757 eV
molar mass: 165.236 g/mol

***

Result of the stability comparison: ii is the least stable of them.